1.
An isolated ion of composition C9H13N3OP and charge +1 at a distorted geometry. Source: OMol25; level of theory: ωB97M-V/def2-TZVPD.

Output
**ΔE to the lowest compared entry with this formula, charge and spin**: 90.4 kcal/mol
**Electronic energy**: -931.227798 hartree
**Net charge**: +1
**Frontier orbital gap (alpha / beta)**: 8.04 / 8.04 eV
**LUMO level (alpha / beta)**: -3.962 / -3.963 eV
**HOMO (alpha / beta)**: -12.0 / -12.0 eV
**SMILES**: CP(C)(C)=[N+]1N=c2ccccc2=[N+]1[O-]

Each line ends with the natural charge from an NBO analysis.
Atoms and positions in Å:
C: 2.6005 -0.5795 -1.6249  -0.961
P: 1.9450 -0.0484 -0.0008  1.673
C: 2.5255 -0.7584 1.5969  -0.854
C: 2.5415 1.6982 0.0464  -0.944
N: 0.2478 0.1756 0.0824  -0.266
N: -0.5016 1.2425 -0.0449  -0.226
C: -1.7723 0.8007 -0.0049  0.127
C: -3.0403 1.4037 -0.0891  -0.191
C: -4.1341 0.6383 -0.0905  -0.180
C: -4.0801 -0.7504 0.0920  -0.176
C: -2.9172 -1.4647 0.1975  -0.197
C: -1.7328 -0.6454 0.1094  0.067
N: -0.3951 -0.9571 0.0939  0.245
O: 0.3720 -1.9591 -0.1032  -0.543
H: 3.5556 -0.9681 -1.4907  0.274
H: 2.5853 0.2981 -2.3480  0.282
H: 2.1582 -1.5140 -2.0555  0.304
H: 1.6261 -0.7458 2.1615  0.266
H: 3.1731 -0.0723 1.9710  0.252
H: 2.8992 -1.6832 1.3462  0.266
H: 2.1735 2.2642 -0.6869  0.260
H: 3.6538 1.7729 -0.2653  0.277
H: 2.2561 2.1096 0.9521  0.256
H: -2.9593 2.4230 -0.1396  0.233
H: -4.9906 1.2458 -0.1282  0.244
H: -5.0636 -1.3805 0.0824  0.252
H: -2.7262 -2.5457 0.3407  0.259

---

2.
A 2-piece molecular cluster, C4H10S2 overall at a distorted geometry. Source: OMol25; level of theory: ωB97M-V/def2-TZVPD.

Output
**2S+1**: 2
**ΔE to the lowest compared entry with this formula, charge and spin**: 63.4 kcal/mol
**Electronic energy**: -954.662461 hartree
**Net charge**: -1
**Frontier orbital gap (alpha / beta)**: 3.02 / 7.21 eV
**LUMO level (alpha / beta)**: 3.542 / 3.556 eV
**HOMO (alpha / beta)**: 0.5 / -3.7 eV

Each line ends with the Löwdin spin population.
Atoms and positions in Å:
C: 1.7570 -1.4192 0.6101  0.020
S: 1.2925 -0.9155 -1.1447  0.363
S: 2.8448 0.3946 -1.5212  0.484
H: 0.7093 -1.6809 0.8925  0.010
H: 2.4575 -2.2982 0.4826  0.002
H: 2.1305 -0.5607 1.1331  0.004
H: 3.2931 0.4243 -0.2281  0.052
C: -1.0672 1.2696 -0.7824  0.010
C: -1.7583 0.0354 -0.2425  0.017
C: -2.2711 0.2207 1.0567  0.012
H: -0.1615 1.5361 -0.2189  0.006
H: -1.8170 2.2180 -0.7233  0.001
H: -0.8054 1.2813 -1.8424  0.002
H: -1.4505 -0.9709 -0.5271  0.012
H: -2.7405 -0.6374 1.5189  0.002
H: -2.4132 1.1027 1.5368  0.002

---

3.
C17H18FN5O6 in the gas phase at a distorted geometry. Source: OMol25; level of theory: ωB97M-V/def2-TZVPD.

Output
**Electronic energy**: -1483.757719 hartree
**Frontier orbital gap**: 8.97 eV
**LUMO level**: 0.226 eV
**HOMO**: -8.7 eV
**SMILES**: CCOC(=O)c1nnn(CC(=O)NC(=O)Nc2ccc(F)cc2)c1C(=O)OCC

Each line ends with the natural charge from an NBO analysis.
Atoms and positions in Å:
C: -0.9515 -0.2316 6.8401  -0.635
C: -0.2712 0.9890 6.2376  -0.076
O: 0.6983 0.6090 5.2577  -0.478
C: 0.2507 0.3648 4.0364  0.776
O: -0.8959 0.4515 3.6738  -0.582
C: 1.3433 -0.0175 3.1145  -0.015
N: 2.6175 0.4236 3.1779  -0.186
N: 3.2713 -0.0275 2.1869  -0.048
N: 2.4690 -0.7748 1.4296  -0.156
C: 2.9479 -1.4238 0.2452  -0.321
C: 2.2401 -0.9389 -1.0255  0.711
O: 1.9372 -1.7129 -1.9077  -0.612
N: 2.0329 0.3993 -1.0627  -0.656
C: 1.2072 1.1528 -1.9504  0.803
O: 1.0397 2.3214 -1.7121  -0.610
N: 0.7040 0.4234 -2.9631  -0.624
C: -0.1987 0.8318 -3.9495  0.134
C: -0.6644 2.1395 -4.0574  -0.233
C: -1.5626 2.4716 -5.0545  -0.249
C: -1.9874 1.4946 -5.9359  0.374
F: -2.8641 1.8192 -6.9084  -0.324
C: -1.5367 0.1892 -5.8469  -0.267
C: -0.6405 -0.1378 -4.8489  -0.217
C: 1.2263 -0.8036 1.9727  0.045
C: 0.0563 -1.5198 1.4117  0.775
O: -0.6192 -2.2970 2.0237  -0.539
O: -0.1006 -1.1730 0.1324  -0.516
C: -1.2192 -1.7068 -0.5874  -0.082
C: -2.2479 -0.6148 -0.8293  -0.630
H: -1.5054 -0.7655 6.0716  0.225
H: -1.6417 0.0828 7.6176  0.218
H: -0.2102 -0.9004 7.2706  0.213
H: 0.2936 1.5412 6.9910  0.194
H: -1.0125 1.6436 5.7677  0.200
H: 2.8088 -2.5075 0.3125  0.247
H: 4.0181 -1.2065 0.1719  0.266
H: 2.3690 0.9678 -0.2936  0.428
H: 0.9780 -0.5589 -2.9849  0.440
H: -0.3231 2.8884 -3.3628  0.259
H: -1.9327 3.4795 -5.1522  0.231
H: -1.8860 -0.5498 -6.5500  0.233
H: -0.2761 -1.1509 -4.7637  0.214
H: -0.8100 -2.0885 -1.5269  0.194
H: -1.6473 -2.5291 -0.0068  0.214
H: -1.8020 0.2173 -1.3691  0.217
H: -3.0710 -1.0150 -1.4138  0.222
H: -2.6314 -0.2493 0.1203  0.223

---

4.
A 2-piece molecular cluster, C4H15N2O overall at a distorted geometry. Source: OMol25; level of theory: ωB97M-V/def2-TZVPD.

Output
**ΔE to the lowest compared entry with this formula, charge and spin**: 28.7 kcal/mol
**Electronic energy**: -345.900009 hartree
**Net charge**: +1
**Frontier orbital gap**: 9.24 eV
**LUMO level**: -3.132 eV
**HOMO**: -12.4 eV

Each line ends with the natural charge from an NBO analysis.
Atoms and positions in Å:
N: 0.9029 -1.8309 -0.1419  -0.683
C: -0.1736 -1.2225 0.6785  -0.250
C: 0.3635 -0.0760 1.5622  -0.248
N: 0.4883 1.1337 0.7780  -0.679
C: -0.5062 2.2127 0.9431  -0.210
C: -0.9439 2.7783 -0.4288  -0.625
H: 0.5111 -2.3055 -0.9682  0.476
H: 1.4777 -2.5042 0.3591  0.439
H: 1.4458 -1.0467 -0.5136  0.436
H: -0.8961 -0.7247 0.0425  0.236
H: -0.7337 -1.9487 1.2565  0.230
H: 1.3097 -0.2492 2.0771  0.213
H: -0.3511 -0.0062 2.3797  0.223
H: 1.4352 1.3997 0.5683  0.380
H: -0.1001 2.9756 1.5824  0.199
H: -1.3490 1.6920 1.3897  0.189
H: -0.7910 3.8547 -0.4953  0.224
H: -0.3869 2.2581 -1.1978  0.210
H: -2.0007 2.6515 -0.5673  0.218
H: 0.0823 -3.7896 -3.1959  0.506
H: -0.0063 -2.2925 -3.3814  0.494
O: 0.2220 -2.9595 -2.7271  -0.977